58
Properties=species:S:1:pos:R:3:lowdin_charge:R:1 method="wB97M-V/def2-TZVPD" e_homo_ev=-17.8 total_energy_ha=-1210.0992 charge=+3 gap_ev=6.972 e_lumo_ev=-10.8 de_lowest_ev=0.000
Pt -0.056 0.042 -0.099 1.5802
N 1.956 -0.552 0.277 -0.1349
N -0.351 0.698 -3.052 -0.0426
N -2.283 1.508 -1.556 -0.0424
N -0.195 -1.966 -0.680 -0.1433
N 0.293 1.879 0.847 -0.1432
N -1.909 0.832 -0.443 -0.1277
N 0.482 0.339 -2.046 -0.1285
N -0.730 -0.462 1.858 -0.1351
C -1.220 -2.924 1.450 -0.1148
C 0.218 0.429 -4.215 -0.0056
C 1.113 -2.677 -0.637 -0.1096
C 1.674 2.366 0.574 -0.1512
C 1.475 -0.130 -4.009 0.0273
C -3.382 2.200 -1.306 -0.0066
C 1.605 -0.184 -2.652 -0.1281
C -1.366 -2.625 -0.036 -0.1514
C -0.190 1.905 2.255 -0.1091
C -0.565 -1.861 2.336 -0.1415
C -0.211 0.518 2.856 -0.1284
C -3.777 1.999 0.012 0.0269
C -2.837 1.154 0.525 -0.1279
C 2.794 1.625 1.291 -0.1148
C 2.053 -2.039 0.359 -0.1284
C 2.700 0.100 1.389 -0.1422
B -1.704 1.454 -2.996 -0.3584
H 0.961 -3.728 -0.386 0.1566
H -1.728 -0.311 1.772 0.0803
H 1.846 -2.334 1.380 0.1106
H -1.579 -3.559 -0.558 0.1536
H 1.734 3.423 0.838 0.1536
H 3.698 1.908 0.750 0.1411
H 0.498 -2.015 2.473 0.0983
H -2.481 0.927 -3.743 0.0958
H -3.833 2.796 -2.085 0.1636
H -1.187 2.336 2.250 0.1308
H -4.635 2.415 0.514 0.1378
H 1.799 2.315 -0.508 0.1230
H 2.463 -0.539 -2.119 0.1078
H 0.767 0.185 3.178 0.1107
H 2.941 1.994 2.308 0.1381
H 0.441 2.562 2.856 0.1570
H -1.008 -1.948 3.330 0.1549
H -0.301 0.657 -5.135 0.1633
H -2.217 -1.969 -0.223 0.1225
H -0.679 -3.856 1.626 0.1378
H -0.836 0.524 3.751 0.1617
H 1.535 -2.646 -1.638 0.1305
H -0.324 2.478 0.298 0.1357
H 2.186 -0.448 -4.754 0.1377
H 3.720 -0.289 1.405 0.1550
H -1.578 2.573 -3.412 0.0952
H 3.074 -2.368 0.154 0.1616
H 2.415 -0.261 -0.578 0.0825
H -0.449 -1.848 -1.662 0.1359
H -2.830 0.759 1.520 0.1088
H -2.239 -3.116 1.790 0.1410
H 2.240 -0.243 2.307 0.0983

---

61
Properties=species:S:1:pos:R:3:lowdin_charge:R:1 method="wB97M-V/def2-TZVPD" e_homo_ev=-8.7 total_energy_ha=-2209.6548 gap_ev=9.073 smiles="CCN(CC)S(=O)(=O)c1cccc(C(=O)N[C@H](C(=O)Nc2nc3ccccc3s2)C(C)C)c1" e_lumo_ev=0.4 de_lowest_ev=0.165
S 3.120 1.668 -2.191 1.0922
S -4.380 0.147 0.736 0.6673
O 2.858 -3.196 -1.900 0.1149
O -5.115 1.116 1.495 -0.2852
O -4.660 -1.244 0.935 -0.2753
O 0.515 -1.472 -1.089 0.0925
N -4.596 0.486 -0.866 -0.2565
N 3.119 -0.984 -1.728 0.1172
N 1.695 -1.466 0.831 0.1215
N 3.397 0.476 0.107 0.1094
C 1.273 -4.329 0.538 -0.0543
C 3.217 0.233 -1.138 -0.5832
C -1.702 -0.445 0.519 0.0107
C -4.508 1.877 -1.244 -0.2446
C -0.347 -0.219 0.737 -0.1046
C 3.338 2.648 -0.768 -0.4710
C 2.777 -2.296 0.345 -0.1991
C -2.630 0.415 1.068 -0.2538
C 2.861 -2.235 -1.177 -0.4140
C -5.245 -0.564 -2.998 -0.0683
C 2.655 -3.754 0.835 -0.3641
C 3.468 1.816 0.365 -0.3229
C 3.568 4.575 0.597 -0.0921
C 0.055 0.875 1.499 -0.0071
C 3.649 2.390 1.618 -0.0324
C 2.971 -3.842 2.327 -0.0683
C -2.239 1.500 1.829 -0.0515
C 3.696 3.766 1.722 -0.0880
C -0.889 1.730 2.044 -0.0439
C 3.389 4.025 -0.659 -0.0931
C -3.127 2.327 -1.720 -0.0601
C 0.645 -1.114 0.068 -0.4421
C -4.268 -0.544 -1.826 -0.2668
H -3.143 3.399 -1.903 0.0775
H -4.802 2.435 -0.353 0.1080
H 3.066 -0.985 -2.740 0.1508
H -5.133 0.321 -3.619 0.0665
H 3.291 4.649 -1.533 0.1073
H -5.248 2.073 -2.026 0.1179
H 2.963 -4.880 2.646 0.0795
H -2.367 2.114 -0.972 0.0621
H -2.853 1.828 -2.646 0.0706
H 3.757 1.755 2.484 0.1117
H 3.838 4.222 2.690 0.1019
H 1.107 1.077 1.643 0.0957
H 0.505 -3.809 1.106 0.0796
H 3.610 5.648 0.705 0.1021
H 3.714 -1.861 0.719 0.1522
H 2.227 -3.305 2.912 0.0748
H -3.001 2.145 2.237 0.1146
H 3.953 -3.427 2.544 0.0768
H -6.265 -0.608 -2.628 0.0835
H -2.021 -1.292 -0.067 0.1265
H 3.398 -4.333 0.278 0.1405
H 1.049 -4.236 -0.520 0.0767
H -0.570 2.578 2.631 0.1107
H 1.244 -5.382 0.808 0.0820
H 1.758 -1.140 1.781 0.1476
H -3.240 -0.432 -2.197 0.1160
H -5.054 -1.441 -3.611 0.0765
H -4.344 -1.482 -1.276 0.1068